A structure of composition C23H35FN3O3SeSiW, computed with ωB97M-V/def2-TZVPD.

Calculated values
* HOMO-LUMO gap (alpha / beta): 7.6 / 7.7 eV
* relative energy (zero: lowest compared OMol25 entry of this formula, charge and spin): 1.8 kcal/mol
* expectation value of S²: 2.015

Geometry as ORCA input:
```
! wB97M-V def2-TZVPD RIJCOSX def2/J DEFGRID3
* xyz 1 3
W -0.5736 -0.4464 0.4621
N -3.5702 -3.5639 2.0393
C -3.7745 -2.9366 0.7280
C -2.6325 -1.9915 0.5161
O -2.7653 -0.7432 0.3855
O -1.4321 -2.4244 0.5561
H -2.9137 -4.3316 1.9626
H -4.4450 -3.9459 2.3750
H -4.7020 -2.3695 0.7295
H -3.7966 -3.6424 -0.1085
C -2.7782 2.2276 1.6437
Si -1.4882 2.8013 0.4260
C -0.1914 3.8240 1.2958
C -2.3454 3.7334 -0.9432
N -0.6664 1.3647 -0.2774
C -0.0227 1.4831 -1.5350
C 0.5293 2.6433 -2.0790
C 1.1390 2.6169 -3.3258
C 1.2232 1.4459 -4.0656
C 0.7044 0.2669 -3.5474
C 0.1211 0.3499 -2.3159
F -0.3805 -0.8203 -1.7061
H -3.2986 3.1212 1.9999
H -2.3454 1.7336 2.5131
H -3.5151 1.5651 1.1908
H 0.0622 3.3854 2.2632
H -0.5393 4.8441 1.4710
H 0.7324 3.8795 0.7172
H -3.0877 4.3975 -0.4933
H -2.8771 3.0500 -1.6089
H -1.6839 4.3469 -1.5529
H 0.4884 3.5694 -1.5235
H 1.5587 3.5321 -3.7212
H 1.7028 1.4401 -5.0341
H 0.7691 -0.6810 -4.0631
C -2.3710 -1.5343 5.4315
N -1.6139 -0.6475 4.5542
C -1.0284 0.5446 5.1586
C -1.4656 -0.9364 3.2890
O -0.8186 -0.1897 2.4965
H -1.7196 -1.9154 6.2170
H -2.7722 -2.3634 4.8533
H -3.1917 -0.9804 5.8854
H -1.8215 1.1525 5.5929
H -0.4983 1.1152 4.4041
H -0.3381 0.2432 5.9457
H -1.9340 -1.8648 2.9547
C 4.4249 -1.5349 -4.6371
C 3.7632 -1.3802 -3.2957
C 3.9116 -0.2191 -2.5511
C 3.3153 -0.0610 -1.3035
C 3.5051 1.2267 -0.5500
C 2.5590 -1.1204 -0.7975
Se 1.7705 -0.9194 0.9552
C 2.4023 -2.3145 -1.5107
C 1.6187 -3.4764 -0.9653
C 3.0020 -2.4136 -2.7601
H 4.7792 -0.5777 -5.0178
H 3.7391 -1.9632 -5.3690
H 5.2848 -2.2037 -4.5692
H 4.5026 0.5971 -2.9522
H 4.0924 1.9280 -1.1410
H 4.0250 1.0562 0.3949
H 2.5491 1.6953 -0.3080
H 0.5495 -3.2574 -0.9189
H 1.9310 -3.7180 0.0514
H 1.7552 -4.3579 -1.5897
H 2.8873 -3.3346 -3.3221
*
```